{
  "formula": "C31H24ClCoIN4O2S",
  "method": "wB97M-V/def2-TZVPD",
  "species": ["Co", "C", "C", "N", "C", "C", "C", "C", "C", "C", "C", "N", "C", "C", "C", "C", "C", "C", "C", "C", "N", "C", "H", "H", "H", "H", "H", "H", "H", "H", "H", "H", "H", "H", "Cl", "C", "C", "C", "I", "C", "O", "C", "N", "C", "C", "C", "C", "H", "H", "H", "H", "O", "S", "C", "C", "C", "C", "H", "H", "H", "H", "H", "H", "H", "H"],
  "positions_angstrom": [[-0.54, -0.01, -0.11], [-3.80, 0.37, -2.81], [-2.77, -0.21, -2.06], [-2.21, 0.42, -1.04], [-2.63, 1.67, -0.72], [-3.60, 2.35, -1.46], [-4.20, 1.65, -2.53], [-3.89, 3.70, -1.12], [-3.21, 4.30, -0.09], [-2.27, 3.59, 0.69], [-2.01, 2.26, 0.43], [-1.22, 1.34, 1.10], [-1.10, 1.20, 2.43], [-1.40, 2.17, 3.42], [-1.10, 1.92, 4.76], [-0.48, 0.75, 5.15], [-0.20, -0.26, 4.20], [0.56, -1.39, 4.46], [0.98, -2.23, 3.29], [-0.13, -2.23, 2.28], [-0.80, -1.17, 2.01], [-0.65, -0.08, 2.86], [-4.24, -0.19, -3.62], [-2.36, -1.18, -2.29], [-4.97, 2.13, -3.12], [-4.63, 4.24, -1.69], [-3.39, 5.34, 0.14], [-1.74, 4.13, 1.45], [-1.84, 3.11, 3.16], [-1.33, 2.68, 5.49], [-0.20, 0.60, 6.19], [0.94, -1.60, 5.45], [1.23, -3.24, 3.59], [-0.32, -3.12, 1.69], [4.01, -5.10, 0.17], [2.79, -3.97, -0.30], [2.06, -4.21, -1.45], [1.04, -3.35, -1.83], [-0.08, -3.71, -3.53], [0.75, -2.18, -1.07], [-0.20, -1.36, -1.40], [1.55, -1.92, 0.04], [1.40, -0.65, 0.61], [1.91, -0.45, 1.78], [2.33, -1.60, 2.63], [3.02, -2.64, 1.79], [2.51, -2.85, 0.53], [2.28, -5.08, -2.04], [1.88, 0.56, 2.18], [2.95, -1.28, 3.46], [3.80, -3.25, 2.21], [0.40, 1.69, -1.20], [1.09, 2.04, -2.49], [0.54, 0.85, -3.76], [1.79, 0.21, -4.35], [2.74, 0.00, -3.17], [2.76, 1.33, -2.43], [-0.09, 1.37, -4.49], [-0.05, 0.11, -3.21], [2.25, 0.86, -5.09], [1.53, -0.73, -4.84], [3.74, -0.29, -3.49], [2.36, -0.79, -2.52], [3.42, 2.05, -2.93], [3.03, 1.28, -1.38]],
  "lowdin_spin": [1.038, -0.010, 0.011, -0.011, 0.024, 0.000, 0.008, 0.065, -0.004, 0.067, 0.002, 0.309, 0.036, 0.217, -0.010, 0.228, 0.043, 0.380, 0.101, 0.097, 0.035, 0.214, -0.001, 0.001, 0.000, 0.003, -0.002, 0.003, 0.013, -0.005, 0.010, 0.019, 0.008, 0.002, 0.044, 0.172, -0.012, 0.184, 0.042, 0.019, 0.007, 0.062, 0.018, 0.023, 0.099, 0.360, 0.022, -0.004, 0.002, 0.006, 0.021, 0.029, 0.009, 0.002, 0.000, 0.000, 0.000, 0.000, 0.000, 0.000, 0.000, 0.000, 0.000, 0.000, 0.000],
  "e_tot_ev": -111670.4307,
  "lumo_ev": [-2.9, -4.9],
  "homo_lumo_gap_ev": [6.5, 5.3],
  "multiplicity": 5,
  "e_above_lowest_ev": 3.805,
  "total_charge": 1
}

{
  "formula": "C31H24F6N7O6S4Tl",
  "method": "wB97M-V/def2-TZVPD",
  "species": ["Tl", "N", "C", "S", "N", "N", "C", "C", "C", "C", "C", "C", "C", "C", "C", "C", "C", "C", "N", "H", "H", "H", "H", "H", "H", "H", "H", "H", "H", "H", "C", "C", "C", "C", "C", "C", "C", "S", "O", "O", "N", "C", "C", "C", "C", "C", "C", "C", "C", "N", "C", "H", "H", "H", "H", "H", "H", "H", "H", "H", "H", "H", "H", "H", "F", "C", "F", "F", "S", "O", "O", "N", "S", "O", "O", "C", "F", "F", "F"],
  "positions_angstrom": [[0.60, 1.66, 1.26], [4.23, 2.25, -0.26], [3.36, 1.47, -0.86], [1.82, 2.05, -1.33], [3.76, 0.17, -0.99], [2.73, -0.67, -0.97], [2.92, -1.95, -1.26], [4.26, -2.58, -1.54], [4.45, -3.84, -1.02], [5.66, -4.53, -1.32], [6.64, -3.95, -2.17], [6.42, -2.65, -2.66], [5.28, -1.92, -2.24], [1.68, -2.78, -1.11], [1.55, -4.08, -1.72], [0.36, -4.76, -1.54], [-0.74, -4.17, -0.85], [-0.54, -2.83, -0.43], [0.59, -2.18, -0.64], [4.09, 3.27, -0.21], [4.87, 1.91, 0.40], [3.59, -4.38, -0.59], [5.93, -5.51, -0.79], [7.58, -4.51, -2.54], [7.16, -2.20, -3.36], [5.12, -0.83, -2.47], [2.34, -4.38, -2.37], [0.16, -5.76, -1.97], [-1.69, -4.72, -0.57], [-1.32, -2.21, -0.02], [-6.82, -3.78, 2.43], [-5.88, -2.63, 2.16], [-4.49, -2.66, 2.07], [-3.69, -1.50, 1.99], [-4.32, -0.26, 1.90], [-5.71, -0.17, 2.07], [-6.47, -1.33, 2.15], [-3.37, 1.13, 1.33], [-3.92, 2.36, 1.77], [-2.00, 0.78, 1.75], [-3.53, 1.10, -0.24], [-4.25, 2.07, -0.94], [-5.63, 2.38, -0.80], [-6.31, 3.13, -1.82], [-5.63, 3.70, -2.89], [-4.25, 3.40, -3.13], [-3.45, 3.85, -4.22], [-2.08, 3.67, -4.28], [-1.51, 3.02, -3.18], [-2.24, 2.49, -2.21], [-3.54, 2.67, -2.13], [-7.78, -3.63, 1.86], [-6.96, -3.92, 3.51], [-6.43, -4.73, 2.14], [-4.00, -3.61, 2.09], [-2.62, -1.43, 1.97], [-6.22, 0.82, 2.08], [-7.54, -1.30, 2.17], [-6.13, 2.07, 0.17], [-7.37, 3.38, -1.79], [-6.10, 4.35, -3.61], [-3.97, 4.43, -4.96], [-1.50, 4.00, -5.17], [-0.45, 2.86, -3.08], [6.35, 1.32, 4.01], [5.57, 0.65, 3.12], [5.87, -0.69, 3.16], [5.94, 1.17, 1.90], [3.68, 0.84, 3.31], [3.03, 0.51, 2.04], [3.31, 0.18, 4.56], [3.82, 2.42, 3.55], [2.93, 3.69, 3.29], [2.65, 4.25, 4.58], [1.87, 3.65, 2.27], [4.32, 4.79, 2.43], [5.29, 4.98, 3.28], [3.79, 5.99, 2.10], [4.91, 4.20, 1.30]],
  "lowdin_charge": [0.955, 0.130, -0.865, 0.534, 0.056, 0.066, -0.094, -0.186, -0.055, -0.065, -0.089, -0.079, -0.024, -0.197, -0.027, -0.072, -0.037, -0.114, 0.119, 0.102, 0.051, 0.109, 0.122, 0.126, 0.109, 0.114, 0.105, 0.118, 0.120, 0.095, -0.049, -0.252, -0.025, -0.041, -0.269, -0.053, -0.043, 0.575, -0.280, -0.477, -0.012, -0.184, 0.038, -0.043, -0.003, -0.142, -0.008, -0.031, -0.096, 0.132, -0.159, 0.096, 0.094, 0.058, 0.107, 0.091, 0.120, 0.106, 0.118, 0.108, 0.114, 0.108, 0.122, 0.070, 0.119, -0.535, 0.097, 0.066, 0.638, -0.427, -0.277, -0.326, 0.615, -0.264, -0.484, -0.564, 0.158, 0.119, 0.050],
  "e_tot_ev": -119584.7568,
  "lumo_ev": [-2.6, -3.1],
  "homo_lumo_gap_ev": [5.7, 5.1],
  "e_above_lowest_ev": 4.390
}

{
  "formula": "C31H24GeN5O4Ru",
  "method": "wB97M-V/def2-TZVPD",
  "species": ["Ru", "O", "C", "O", "C", "C", "C", "C", "C", "N", "C", "O", "O", "H", "H", "H", "N", "C", "C", "N", "C", "C", "N", "C", "C", "N", "H", "H", "H", "H", "H", "H", "C", "C", "C", "C", "C", "C", "Ge", "C", "C", "C", "C", "C", "C", "C", "C", "C", "C", "C", "C", "H", "H", "H", "H", "H", "H", "H", "H", "H", "H", "H", "H", "H", "H", "H"],
  "positions_angstrom": [[0.73, -0.93, -0.14], [-2.62, -3.01, -1.10], [-1.65, -2.50, -0.60], [-0.71, -1.81, -1.25], [-1.38, -2.60, 0.89], [-2.21, -3.15, 1.85], [-1.84, -3.02, 3.19], [-0.70, -2.29, 3.54], [0.09, -1.78, 2.53], [-0.25, -1.98, 1.24], [1.32, -0.91, 2.67], [1.74, -0.59, 3.75], [1.83, -0.56, 1.50], [-3.11, -3.66, 1.55], [-2.45, -3.47, 3.96], [-0.41, -2.14, 4.57], [3.93, -1.22, -2.92], [3.67, 0.07, -3.30], [2.62, 0.48, -2.54], [2.25, -0.55, -1.70], [3.06, -1.56, -1.96], [2.92, -2.80, -1.23], [1.96, -2.91, -0.33], [2.06, -4.16, 0.22], [3.09, -4.82, -0.38], [3.63, -3.95, -1.29], [4.66, -1.80, -3.32], [4.23, 0.58, -4.06], [2.11, 1.43, -2.54], [1.39, -4.50, 0.99], [3.48, -5.81, -0.22], [4.41, -4.15, -1.88], [1.36, 3.89, 3.27], [0.00, 3.60, 3.36], [-0.59, 2.75, 2.43], [0.20, 2.24, 1.39], [1.58, 2.51, 1.32], [2.15, 3.36, 2.25], [-0.62, 1.17, -0.04], [-0.36, 1.92, -1.84], [0.24, 3.16, -2.01], [0.36, 3.69, -3.29], [-0.08, 2.95, -4.38], [-0.66, 1.70, -4.21], [-0.79, 1.16, -2.94], [-2.52, 0.83, 0.34], [-2.88, 0.32, 1.59], [-4.22, 0.08, 1.87], [-5.18, 0.35, 0.91], [-4.82, 0.87, -0.33], [-3.49, 1.10, -0.62], [1.82, 4.53, 4.02], [-0.61, 4.03, 4.14], [-1.64, 2.54, 2.49], [2.19, 2.06, 0.55], [3.20, 3.58, 2.19], [0.57, 3.74, -1.15], [0.78, 4.67, -3.42], [0.03, 3.36, -5.38], [-1.01, 1.14, -5.07], [-1.21, 0.18, -2.81], [-2.13, 0.14, 2.35], [-4.50, -0.32, 2.84], [-6.22, 0.15, 1.13], [-5.58, 1.10, -1.06], [-3.21, 1.50, -1.59]],
  "lowdin_spin": [3.390, 0.039, 0.016, 0.236, 0.030, 0.002, 0.024, 0.002, 0.033, 0.151, 0.018, 0.033, 0.235, 0.001, 0.001, 0.001, 0.007, 0.004, 0.011, 0.089, 0.015, 0.005, 0.098, 0.009, 0.006, 0.003, 0.001, 0.001, 0.000, 0.001, 0.001, 0.000, 0.082, 0.015, 0.038, 0.094, 0.042, 0.009, 0.055, 0.062, 0.017, 0.007, 0.023, 0.003, 0.018, 0.019, 0.012, 0.002, 0.022, 0.003, 0.011, 0.004, 0.000, 0.001, 0.001, 0.000, 0.000, 0.001, 0.001, 0.000, 0.000, 0.000, 0.000, 0.001, 0.000, 0.000],
  "e_tot_ev": -107258.3354,
  "lumo_ev": [-7.0, -9.8],
  "homo_lumo_gap_ev": [6.3, 4.5],
  "multiplicity": 6,
  "e_above_lowest_ev": 1.837,
  "total_charge": 2
}